1.
{
  "formula": "CH2Br2O2",
  "method": "ωB97M-V with the def2-TZVPD basis set",
  "e_tot_ha": -5337.80770,
  "e_homo_ev": -10.85,
  "e_above_lowest_kj_mol": 22.2,
  "elements": ["C", "O", "O", "Br", "Br", "H", "H"],
  "positions_angstrom": [[0.812096, 0.327124, -0.238268], [0.236871, 0.084932, -1.404952], [0.531896, 1.240402, 0.481090], [1.966247, -1.150469, 0.315580], [-2.352263, -0.825626, 0.835502], [0.047313, 0.895601, -1.907165], [-1.242158, -0.571964, 1.918213]],
  "atomic_forces_ev_per_a": [[-1.104, 0.593, 1.228], [0.856, -0.594, -1.026], [0.978, -0.606, -0.488], [-0.464, 0.616, -0.341], [1.899, 0.398, 1.938], [-0.217, 0.010, 0.586], [-1.947, -0.416, -1.898]]
}

2.
{
  "formula": "C3H10S2",
  "method": "ωB97M-V with the def2-TZVPD basis set",
  "e_tot_ha": -916.53253,
  "charge": -1,
  "e_homo_ev": [1.05, -5.02],
  "e_above_lowest_kj_mol": 350.3,
  "multiplicity": 2,
  "elements": ["C", "S", "H", "H", "H", "H", "C", "S", "C", "H", "H", "H", "H", "H", "H"],
  "positions_angstrom": [[0.716360, 2.622780, -2.430574], [0.580847, 0.811904, -2.523336], [-0.207551, 3.231282, -2.508466], [1.653920, 3.014359, -2.987953], [1.190904, 3.044356, -1.417282], [-0.262154, 0.052893, -1.760850], [0.004999, -0.035506, 1.527915], [-0.182124, -1.476538, 0.424163], [-0.755102, -2.767590, 1.408745], [-0.974935, 0.636417, 1.491245], [0.406173, -0.342612, 2.577829], [0.734067, 0.680695, 1.204594], [-0.350149, -2.860146, 2.475978], [-0.574302, -3.831488, 1.050631], [-1.980955, -2.780807, 1.467361]],
  "atomic_forces_ev_per_a": [[1.594, 2.514, 3.159], [1.032, -0.997, -1.239], [0.542, -0.524, -0.637], [-1.764, -1.117, -0.419], [-1.290, -1.312, -1.157], [-0.122, 1.477, 0.315], [-1.716, 0.564, 1.801], [1.422, 1.232, -1.218], [-3.421, -2.915, 2.640], [1.763, -1.677, 0.699], [-1.261, 0.438, -1.597], [0.675, -0.153, -0.921], [-0.521, 0.682, -1.309], [0.239, 1.592, -0.356], [2.829, 0.197, 0.238]]
}

3.
{
  "formula": "C15H36I2N4NbO4",
  "method": "ωB97M-V with the def2-TZVPD basis set",
  "e_tot_ha": -1765.34927,
  "charge": -1,
  "e_homo_ev": -4.97,
  "elements": ["C", "C", "C", "C", "C", "C", "O", "Nb", "C", "C", "C", "C", "O", "C", "I", "C", "C", "I", "H", "H", "H", "H", "H", "H", "H", "H", "H", "H", "H", "H", "H", "H", "H", "H", "H", "H", "H", "H", "H", "H", "H", "H", "H", "H", "H", "H", "C", "O", "N", "N", "H", "H", "H", "H", "C", "O", "N", "N", "H", "H", "H", "H"],
  "positions_angstrom": [[0.136162, 1.178677, -2.291551], [0.715474, -0.290861, -1.919830], [-0.512040, -1.098593, -1.308365], [2.085600, -0.221478, -1.114632], [2.570293, 1.321426, -0.916010], [2.329192, -1.134893, 0.153119], [1.339165, -1.403366, 1.128703], [0.480055, 0.140895, 2.199169], [2.465678, 1.266885, 2.517669], [-1.538370, -0.990521, 2.090343], [-0.664507, 1.811616, 3.236623], [0.154256, 3.189134, 3.127182], [0.078791, 3.762635, 2.004876], [0.896466, -1.026892, 4.119606], [2.886199, -2.019715, 4.045455], [0.728846, -0.220759, 5.495614], [1.730026, -0.678622, 6.679755], [-1.280780, -0.772875, 6.254845], [-0.855608, 1.048398, -2.873645], [-0.115263, 1.798242, -1.379260], [0.826538, 1.746831, -2.999588], [0.905341, -0.752294, -2.957708], [-0.215352, -2.076525, -0.816176], [-1.208977, -1.375927, -2.182447], [-1.128459, -0.419875, -0.633429], [2.884138, -0.582933, -1.870808], [3.549069, 1.245173, -0.317320], [1.864286, 1.941503, -0.295588], [2.854996, 1.790689, -1.916511], [3.270164, -0.729731, 0.685364], [2.684327, -2.160024, -0.250082], [0.125613, 0.978368, 0.634701], [2.555409, 2.205452, 1.877672], [2.408161, 1.647965, 3.608863], [3.378721, 0.592898, 2.489461], [-1.482217, -1.739717, 1.234231], [-1.728567, -1.616346, 3.038739], [-2.427561, -0.279148, 2.019005], [-1.016874, 1.587629, 4.291502], [-1.619422, 2.016503, 2.628303], [0.800984, 3.595698, 3.969603], [0.161351, -1.907293, 4.166798], [0.858693, 0.899142, 5.390240], [2.786658, -0.297121, 6.545586], [1.661662, -1.793093, 6.901176], [1.325129, -0.158325, 7.624916], [-4.119117, 1.020996, -3.339984], [-2.951446, 1.048354, -2.985795], [-5.147606, 0.921156, -2.458942], [-4.490260, 1.087859, -4.645357], [-6.113495, 0.896838, -2.727848], [-4.910737, 0.869104, -1.481932], [-3.754472, 1.162249, -5.328208], [-5.443302, 1.066734, -4.957196], [-0.414717, -2.080733, -6.143270], [-1.160541, -1.657092, -7.016444], [0.631600, -2.906197, -6.412326], [-0.565418, -1.765027, -4.834645], [1.254733, -3.264478, -5.712383], [0.776848, -3.163716, -7.373392], [-1.330168, -1.154433, -4.594944], [0.034653, -2.100444, -4.103502]],
  "atomic_forces_ev_per_a": [[-0.666, -0.558, -0.889], [-1.150, 0.705, -0.807], [-0.302, -0.027, -0.766], [0.832, 1.199, -1.080], [1.026, -1.019, 0.692], [1.904, -1.290, -0.424], [-0.752, 3.015, 0.123], [0.848, -2.426, -1.624], [-0.083, 0.740, 1.347], [-0.660, -0.419, 1.065], [-0.242, 2.415, 0.341], [-1.841, -0.918, -3.398], [0.782, -0.783, 3.677], [-0.941, -0.467, 1.822], [-0.510, 0.119, -0.135], [1.960, -1.272, 0.424], [-1.338, 0.874, 1.071], [0.517, 0.623, -0.239], [1.735, 0.096, 1.044], [0.477, -0.777, -0.998], [-0.713, -0.676, 1.106], [0.122, 0.557, 1.596], [-0.322, 1.329, -0.313], [0.905, 0.437, 1.194], [0.971, -1.142, -0.655], [-1.095, 0.227, 1.273], [-1.295, 0.225, -0.807], [0.686, -0.596, -0.979], [-0.701, -0.540, 1.351], [-1.273, -0.401, -0.763], [-0.668, 1.294, 0.474], [-0.150, 0.177, 0.052], [0.066, -1.254, 0.681], [0.274, -0.429, -1.350], [-1.006, 0.854, -0.229], [-0.195, 1.098, 0.902], [0.193, 0.866, -1.256], [0.988, -0.986, -0.228], [0.614, 0.154, -1.022], [1.442, -0.363, 0.702], [-0.576, -0.430, -0.747], [1.447, 1.063, -0.104], [-0.680, -1.305, 0.031], [-1.235, -0.702, -0.173], [0.327, 1.467, -0.595], [0.655, -0.691, -1.229], [0.395, 0.005, 0.158], [-0.423, -0.080, -0.179], [-0.317, -0.038, 0.608], [0.068, 0.070, -0.693], [0.087, 0.002, -0.014], [-0.006, -0.001, -0.139], [-0.111, -0.039, 0.090], [0.068, -0.018, 0.052], [-0.379, 0.301, 0.078], [0.107, -0.090, -0.031], [0.479, -0.453, -0.466], [-0.346, 0.119, 0.130], [-0.072, 0.070, -0.004], [-0.022, 0.052, 0.160], [0.160, -0.013, 0.098], [-0.063, 0.049, -0.008]]
}